Entry 1:
The following is a quantum chemistry calculation of a 2-piece molecular cluster, C2H5N3O2 overall, from the Open Molecules 2025 dataset.

Each line ends with the natural charge from an NBO analysis.
Positions of all 12 atoms, in Å:
O  -1.2552  -0.1888  -0.6134  -0.426
O  -2.6980  0.3465  1.2143  -0.523
N  1.2562  -1.4896  -0.4026  -1.064
N  -1.5150  1.2155  -0.6976  -0.249
N  0.6439  1.3464  0.3336  -0.796
C  -2.0487  0.5045  0.2620  0.848
C  -0.2183  2.1917  0.0395  0.271
H  2.1521  -1.9378  -0.4860  0.353
H  1.4529  1.6943  0.8726  0.427
H  0.4564  0.3907  0.1537  0.434
H  0.8940  -2.0578  -1.1557  0.366
H  0.8797  -2.0156  0.4797  0.360

Cartesian forces (eV/Å) of the 2 atoms listed first:
0.6 -3.1 0.7
-0.8 -0.3 1.3

Summary:
LUMO energy (Eh): 0.0203
HOMO-LUMO gap (eV): 10.016
Energy above the lowest of the compared OMol25 structures with the same formula, charge and spin (kcal per mole): 156.2
Spin multiplicity: 1

=====

Entry 2:
The following is a quantum chemistry calculation of an isolated ion of composition C21H27N2O4 and charge +1, from the Open Molecules 2025 dataset.

Each line ends with the natural charge from an NBO analysis.
Positions of all 54 atoms, in Å:
O  3.1295  2.0688  0.7124  -0.505
O  -1.6792  -2.9389  -1.7315  -0.724
O  2.7745  1.8338  -2.7510  -0.594
O  -2.8665  -0.7018  -0.4213  -0.563
N  1.1392  1.3816  -1.2884  -0.453
N  -0.2387  -0.9126  -0.3577  -0.404
C  4.9245  -1.0774  0.0083  -0.197
C  -1.7841  -2.8593  -0.3335  0.065
C  -2.9968  -2.0157  0.1075  -0.089
C  3.7079  0.2714  2.0902  -0.271
C  4.3630  0.1692  -0.2252  -0.282
C  4.2717  -0.9699  2.3079  -0.190
C  -3.6254  0.6106  1.4812  -0.239
C  0.4796  -0.9200  -1.6545  -0.242
C  -3.6954  0.2856  0.1347  0.252
C  3.0952  2.7058  -0.5445  -0.171
C  3.7522  0.8491  0.8205  0.274
C  4.8782  -1.6533  1.2647  -0.238
C  -4.4194  1.6325  1.9726  -0.201
C  -5.2660  2.3277  1.1257  -0.203
C  2.3371  1.9407  -1.6285  0.666
C  0.4917  0.4931  -2.2286  -0.250
C  -4.5353  0.9802  -0.7211  -0.250
C  -0.4614  -2.2733  0.1884  -0.232
C  0.4673  1.4165  -0.0160  -0.230
C  0.4270  0.0080  0.5875  -0.242
C  -5.3196  2.0044  -0.2197  -0.179
H  -3.0552  -1.9991  1.2010  0.195
H  -0.0300  -1.6087  -2.3283  0.265
H  2.6059  3.6697  -0.3718  0.227
H  4.1043  2.8967  -0.9277  0.225
H  -4.3717  1.8848  3.0203  0.228
H  5.3228  -2.6208  1.4354  0.225
H  5.4072  -1.5946  -0.8068  0.225
H  -5.9773  2.5443  -0.8824  0.231
H  0.3650  -2.9215  -0.1089  0.243
H  -5.8831  3.1214  1.5155  0.231
H  1.5030  -1.2629  -1.4817  0.227
H  4.2431  -1.4022  3.2963  0.224
H  -0.1272  0.0296  1.5270  0.225
H  -4.5650  0.7132  -1.7659  0.233
H  1.0610  0.5201  -3.1604  0.282
H  -2.4560  -3.3705  -2.1046  0.495
H  0.9740  2.0874  0.6752  0.265
H  -0.5297  0.8367  -2.4252  0.205
H  4.4258  0.5964  -1.2128  0.233
H  -0.5592  1.7784  -0.1673  0.203
H  -1.2122  -0.5485  -0.5375  0.485
H  -0.4963  -2.2270  1.2776  0.231
H  -2.9639  0.0744  2.1474  0.205
H  1.4430  -0.3488  0.7805  0.248
H  3.2433  0.8248  2.8913  0.228
H  -3.9202  -2.4699  -0.2751  0.202
H  -1.9023  -3.8604  0.1090  0.204

Cartesian forces (eV/Å) of the 2 atoms listed first:
0.1 -0.1 0.2
0.0 0.0 -0.3

Summary:
LUMO energy (Eh): -0.0831
Total charge: +1
HOMO-LUMO gap (eV): 9.059
Energy above the lowest of the compared OMol25 structures with the same formula, charge and spin (kcal per mole): 0.0
Structure (SMILES): O=C(COc1ccccc1)N1CC[NH+](C[C@H](O)COc2ccccc2)CC1
Spin multiplicity: 1

=====

Entry 3:
The following is a quantum chemistry calculation of C41H35Cl2N6O3Tc as an isolated structure, from the Open Molecules 2025 dataset.

Each line ends with the Löwdin charge.
Positions of all 88 atoms, in Å:
Tc  0.1984  -0.3560  1.2080  1.399
Cl  1.5685  -7.2977  -1.0059  0.630
Cl  -0.4823  -2.7730  -3.0185  0.705
O  1.2249  -1.7907  2.1173  -0.142
O  0.3682  -1.6008  -0.5054  -0.245
O  -2.8252  1.4905  -4.0897  0.059
N  -0.1317  0.4958  2.9464  -0.190
N  -1.6286  -1.2959  1.7612  -0.059
N  0.2204  1.6779  3.4298  0.069
N  -0.9998  0.9565  0.1771  -0.068
N  1.8019  2.1855  1.6596  -0.025
N  -0.6852  2.1717  -4.0545  -0.060
C  -0.5529  0.9918  -6.2406  -0.068
C  -2.9936  2.2387  -1.3306  0.014
C  1.8401  0.9173  1.1099  -0.179
C  3.3215  -0.4850  -0.3153  -0.048
C  -1.5706  -1.1584  5.9209  -0.133
C  -4.0650  -1.2375  1.5963  -0.050
C  1.6746  1.5833  -3.5892  -0.064
C  0.2888  -3.6067  -1.7016  -0.556
C  -0.7417  2.3125  -5.5008  -0.205
C  5.6828  -0.6283  0.1166  -0.111
C  4.3118  0.8686  1.3996  -0.049
C  0.9945  2.5050  2.7805  -0.275
C  -1.6448  -1.3063  3.1294  -0.277
C  -5.0954  -1.4807  -0.5646  -0.135
C  0.5341  2.5815  -3.3937  -0.208
C  -2.7124  -1.6159  -0.3460  -0.053
C  4.5576  -1.0250  -0.5936  -0.094
C  3.1486  0.4710  0.7034  -0.244
C  -3.8401  -1.6443  -1.1295  -0.103
C  0.5591  -4.9511  -1.8458  -0.129
C  -5.1909  -1.2750  0.8025  -0.121
C  0.6117  -2.8561  -0.5437  -0.377
C  2.6268  4.4467  1.5985  -0.100
C  1.2150  -3.5979  0.5344  -0.119
C  1.8527  4.7930  2.7236  -0.118
C  -2.0661  1.5557  0.7583  -0.096
C  -1.8221  1.7479  -3.4421  -0.412
C  -0.8687  -0.2288  5.1752  -0.044
C  -3.0713  2.1765  0.0518  -0.032
C  5.5442  0.3296  1.1116  -0.101
C  -2.3297  -2.2393  3.9078  -0.057
C  -0.9179  1.0516  -1.1627  -0.079
C  -0.8646  -0.3119  3.7844  -0.239
C  1.0597  3.8332  3.2837  -0.033
C  1.1857  -5.6154  -0.7956  -0.685
C  -2.2743  -2.1752  5.2889  -0.127
C  1.5074  -4.9666  0.3702  -0.063
C  -2.7801  -1.4175  1.0449  -0.299
C  2.5678  3.1766  1.1137  -0.101
C  1.5154  -2.9650  1.7672  -0.129
C  -1.8610  1.6866  -1.9487  -0.106
H  -0.2989  0.5547  5.6518  0.092
H  -3.9089  2.6048  0.5822  0.109
H  -2.8758  -3.0335  3.4136  0.112
H  1.8783  5.8001  3.1158  0.088
H  3.1246  2.8894  0.2334  0.124
H  1.9992  1.5700  -4.6261  0.064
H  6.6535  -1.0542  -0.0962  0.089
H  0.4135  0.5493  -6.0194  0.060
H  2.5227  1.8584  -2.9688  0.072
H  -5.9802  -1.5070  -1.1845  0.082
H  -2.1032  1.5304  1.8377  0.113
H  0.3341  2.7113  -2.3293  0.108
H  0.0207  3.0356  -5.8023  0.116
H  3.2553  5.1706  1.1075  0.090
H  0.4356  4.0465  4.1389  0.104
H  6.4133  0.6516  1.6711  0.096
H  -3.7688  2.6836  -1.9340  0.118
H  -1.7493  -1.7254  -0.8087  0.046
H  -1.5592  -1.1054  7.0010  0.084
H  -4.1704  -1.0395  2.6537  0.100
H  -6.1639  -1.1214  1.2536  0.091
H  -0.0692  0.5454  -1.5996  0.101
H  -0.6225  1.1613  -7.3122  0.070
H  1.9762  -5.5053  1.1831  0.111
H  -1.7306  2.7103  -5.7527  0.118
H  0.8307  3.5575  -3.8010  0.119
H  0.2941  -5.4716  -2.7526  0.101
H  2.0390  -3.5796  2.5135  0.135
H  1.3544  0.5828  -3.3140  0.068
H  4.6488  -1.7703  -1.3723  0.099
H  -3.7363  -1.7848  -2.1962  0.095
H  -1.3325  0.2970  -5.9433  0.073
H  2.4634  -0.8042  -0.8850  0.087
H  -2.7814  -2.9291  5.8759  0.086
H  4.2271  1.5779  2.2109  0.112

Cartesian forces (eV/Å) of the 2 atoms listed first:
1.0 1.4 -0.8
0.1 -0.3 0.1

Summary:
LUMO energy (spin up / spin down) (Eh): 0.0759 / 0.0669
Total charge: -1
HOMO-LUMO gap (spin up / spin down) (eV): 4.890 / 4.864
Spin multiplicity: 2

=====

| no. | M (g/mol) |
| --- | --- |
| 1 | 103.1 |
| 2 | 371.5 |
| 3 | 828.7 |